Entry 1:
{
  "formula": "C3H7O2S",
  "method": "the ωB97M-V functional and the def2-TZVPD basis",
  "symbols": ["C", "C", "S", "H", "H", "H", "H", "H", "H", "O", "C", "O", "H"],
  "coordinates": [[-0.471, -1.478, -1.812], [-0.347, -0.630, -0.559], [-2.008, -0.092, -0.006], [-1.114, -2.340, -1.629], [-0.935, -0.935, -2.635], [0.480, -1.947, -2.084], [0.148, 0.302, -0.800], [0.210, -1.054, 0.260], [-1.676, 0.077, 1.277], [2.491, 2.048, 2.674], [1.446, 2.015, 2.010], [0.855, 1.041, 1.489], [0.920, 2.993, 1.815]],
  "e_lumo_ha": 0.124,
  "homo_ha": -0.1495,
  "charge": -1,
  "e_tot_ev": -18156.02986,
  "de_lowest_kj_mol": 56.4
}

Entry 2:
{
  "formula": "C30H34N3O7PPt",
  "method": "the ωB97M-V functional and the def2-TZVPD basis",
  "symbols": ["Pt", "C", "C", "O", "C", "C", "C", "C", "C", "C", "O", "H", "H", "H", "H", "H", "H", "H", "C", "O", "C", "C", "C", "C", "C", "C", "N", "N", "C", "C", "C", "C", "O", "C", "N", "C", "C", "C", "C", "H", "H", "H", "H", "H", "H", "H", "H", "H", "H", "H", "H", "C", "C", "O", "P", "O", "C", "C", "O", "C", "C", "H", "H", "H", "H", "H", "H", "H", "H", "H", "H", "H", "H", "H", "H", "H"],
  "coordinates": [[-0.475, -0.165, -0.132], [-1.708, 3.904, 0.170], [-1.443, 2.491, 0.614], [-1.120, 1.720, -0.324], [-1.565, 2.117, 1.990], [-1.933, 3.125, 2.924], [-2.064, 2.879, 4.258], [-1.829, 1.570, 4.730], [-1.480, 0.569, 3.876], [-1.332, 0.792, 2.476], [-0.995, -0.236, 1.779], [-1.512, 3.973, -0.896], [-1.061, 4.602, 0.700], [-2.742, 4.189, 0.366], [-2.116, 4.127, 2.563], [-2.344, 3.669, 4.940], [-1.923, 1.357, 5.789], [-1.290, -0.437, 4.226], [-4.374, -1.778, -6.384], [-3.320, -1.760, -7.330], [-2.108, -2.223, -6.930], [-1.057, -2.051, -7.829], [0.208, -2.482, -7.490], [0.463, -3.057, -6.245], [-0.602, -3.281, -5.378], [-1.883, -2.874, -5.719], [1.819, -3.465, -6.046], [2.333, -3.665, -4.933], [1.845, -3.111, -3.717], [2.017, -3.906, -2.601], [1.502, -3.583, -1.341], [0.809, -2.395, -1.165], [0.263, -2.023, -0.039], [0.753, -1.501, -2.287], [0.185, -0.287, -2.023], [0.169, 0.654, -2.938], [0.746, 0.445, -4.200], [1.295, -0.770, -4.502], [1.283, -1.815, -3.549], [-5.190, -1.215, -6.829], [-4.074, -1.302, -5.447], [-4.710, -2.798, -6.182], [-1.260, -1.592, -8.787], [1.034, -2.378, -8.183], [-0.454, -3.806, -4.444], [-2.695, -3.076, -5.036], [2.541, -4.843, -2.743], [1.630, -4.251, -0.501], [-0.289, 1.591, -2.651], [0.755, 1.254, -4.915], [1.755, -0.928, -5.468], [5.961, 2.518, 0.705], [4.865, 1.631, 0.161], [4.006, 1.252, 1.241], [2.456, 0.823, 0.853], [2.186, -0.132, 2.137], [2.718, -1.464, 2.071], [3.799, -1.640, 3.114], [1.612, 2.107, 1.361], [1.832, 2.701, 2.655], [2.262, 4.140, 2.476], [6.685, 2.753, -0.078], [6.484, 2.017, 1.519], [5.549, 3.453, 1.086], [5.286, 0.730, -0.295], [4.295, 2.155, -0.613], [3.110, -1.663, 1.066], [1.881, -2.144, 2.227], [4.608, -0.928, 2.948], [4.206, -2.652, 3.071], [3.393, -1.475, 4.113], [2.580, 2.129, 3.203], [0.889, 2.634, 3.201], [3.250, 4.193, 2.018], [2.298, 4.649, 3.441], [1.556, 4.671, 1.834]],
  "e_lumo_ha": -0.012,
  "homo_ha": -0.2647,
  "charge": 0,
  "e_tot_ev": -63000.67990,
  "de_lowest_kj_mol": 26.9
}

Entry 3:
{
  "formula": "C2H4N3PS",
  "method": "the ωB97M-V functional and the def2-TZVPD basis",
  "symbols": ["C", "C", "N", "N", "N", "P", "S", "H", "H", "H", "H"],
  "coordinates": [[0.095, 0.866, -0.260], [-1.544, -0.572, -0.039], [0.710, -1.431, -0.216], [2.207, 0.569, 0.065], [-0.162, -0.368, -0.366], [2.237, -1.027, 0.170], [-0.407, 2.327, -0.014], [-1.730, -1.429, 0.524], [-1.938, 0.304, 0.535], [-2.050, -0.650, -0.957], [2.581, 1.411, 0.558]],
  "e_lumo_ha": -0.003,
  "homo_ha": -0.3131,
  "charge": 0,
  "e_tot_ev": -26729.94727,
  "de_lowest_kj_mol": 222.9
}

Entry 4:
{
  "formula": "C16H36N6O3",
  "method": "the ωB97M-V functional and the def2-TZVPD basis",
  "symbols": ["C", "C", "C", "N", "C", "C", "O", "N", "C", "O", "C", "C", "C", "C", "C", "C", "N", "N", "C", "C", "C", "H", "H", "H", "H", "H", "H", "H", "H", "H", "H", "H", "H", "H", "H", "H", "H", "H", "H", "H", "H", "H", "H", "H", "H", "H", "H", "H", "H", "H", "H", "H", "H", "N", "C", "N", "O", "H", "H", "H", "H"],
  "coordinates": [[5.017, 0.519, 1.536], [5.525, 1.579, 0.392], [4.387, 1.888, -0.786], [2.963, 1.847, -0.277], [2.067, 0.943, -1.094], [1.750, 1.539, -2.625], [2.637, 1.924, -3.570], [0.231, 1.518, -2.750], [-0.441, 1.010, -1.457], [-1.278, 2.159, -1.028], [-2.713, 1.847, -1.113], [-3.256, 0.767, -0.004], [-3.912, 1.449, 1.350], [0.657, 0.385, -0.389], [0.326, 1.139, 1.029], [1.313, 0.708, 2.280], [0.592, 0.860, 3.636], [0.871, -1.112, -0.430], [-0.389, -1.898, -0.141], [-0.734, -2.070, 1.466], [0.484, -2.780, 2.331], [4.522, -0.421, 1.030], [4.305, 1.109, 2.259], [5.913, 0.127, 2.219], [5.867, 2.603, 0.869], [6.497, 1.111, -0.103], [4.651, 2.982, -1.178], [4.622, 1.161, -1.672], [2.544, 2.796, -0.154], [2.774, 0.048, -1.356], [-0.112, 2.498, -2.850], [-1.259, 0.293, -1.916], [-3.288, 2.865, -0.907], [-3.070, 1.499, -2.187], [-4.066, 0.091, -0.561], [-2.426, 0.027, 0.367], [-3.971, 2.621, 1.317], [-3.275, 1.060, 2.281], [-4.983, 0.941, 1.489], [0.483, 2.314, 0.892], [-0.780, 1.014, 1.410], [2.169, 1.540, 2.310], [1.823, -0.338, 2.156], [-0.351, 0.415, 3.601], [0.404, 1.906, 3.677], [1.110, -1.358, -1.437], [-1.345, -1.525, -0.717], [-0.189, -3.003, -0.546], [-1.646, -2.838, 1.512], [-1.134, -1.072, 1.939], [0.776, -2.064, 3.232], [0.203, -3.841, 2.762], [1.402, -2.859, 1.576], [-5.278, -2.986, -1.938], [-3.965, -3.259, -2.051], [-3.547, -3.480, -3.311], [-3.215, -3.302, -1.089], [-5.912, -2.946, -2.718], [-5.634, -2.813, -1.007], [-2.566, -3.689, -3.440], [-4.150, -3.449, -4.115]],
  "e_lumo_ha": 0.013,
  "homo_ha": -0.3113,
  "charge": 0,
  "e_tot_ev": -32251.74670,
  "smiles": "CCCN[C@@H]1C(=O)N[C@H](OCCC)[C@@]1(CCN)NCCC.NC(N)=O"
}